{
  "formula": "C2H7NO4",
  "method": "ωB97M-V/def2-TZVPD",
  "largest_force_ev_per_a": 1.62,
  "smiles": "C[C@@]1(O)NO1.OO",
  "homo_lumo_gap_ev": 10.3,
  "total_charge": 0,
  "de_lowest_kj_mol": 562.9,
  "symbols": ["O", "O", "H", "H", "H", "O", "H", "O", "C", "H", "H", "H", "N", "C"],
  "positions_angstrom": [[0.67736, 0.39545, 1.98559], [1.86399, 0.69443, -0.01126], [1.61847, -1.98628, 0.58687], [2.58298, 0.08895, -0.25817], [-2.32638, 1.46427, -2.38675], [-2.11864, 1.46728, -1.44160], [0.52137, -1.53041, -0.74019], [-2.03823, 0.07908, -1.15101], [0.88082, 0.02115, 0.67064], [-1.79572, 0.09021, -0.20840], [-0.12447, -1.84461, 0.88190], [-0.17556, 1.74676, 0.76812], [-0.28325, 0.75126, 0.97731], [0.71726, -1.43752, 0.32695]],
  "atomic_forces_ev_per_a": [[0.8, -0.1, 1.2], [0.4, -0.1, -0.1], [0.1, -0.1, 0.0], [-0.4, 0.2, 0.2], [0.1, -0.2, 0.2], [0.0, 0.8, 0.0], [0.0, 0.0, 0.0], [-0.1, -0.9, -0.2], [0.1, -0.4, -0.5], [0.1, 0.3, 0.0], [0.0, 0.0, 0.0], [0.4, -0.1, 0.0], [-1.3, 0.4, -0.8], [-0.1, 0.3, 0.0]],
  "mulliken_charge": [-0.43, -0.56, 0.45, 0.34, 0.32, -0.34, 0.34, -0.37, 1.24, 0.43, 0.30, 0.24, -0.55, -1.40]
}